This record from the OMol25 dataset describes C40H42BF2InN7O3S as an isolated structure. The level of theory is the ωB97M-V functional and the def2-TZVPD basis.

Structure (XYZ):
```
97
Properties=species:S:1:pos:R:3:forces:R:3:mulliken_charge:R:1
In 1.251980 2.004118 -0.714067 0.61 -0.37 -0.48 0.7181
S 1.724240 5.025374 -3.655985 -0.38 -0.54 0.18 -0.2693
F 3.061496 2.661931 -3.906608 1.43 -0.35 0.49 -0.0776
F 1.174607 2.666630 -5.014026 -0.92 -0.15 -0.39 -0.1632
O -7.848330 -7.634565 1.465233 0.09 -1.18 -0.30 -0.4027
O -0.020060 3.487653 0.369403 0.35 1.64 1.77 -0.4519
O 2.501324 2.429952 1.407488 0.37 -0.63 -2.30 -0.3994
N 2.846064 -0.720376 0.032275 -0.55 -0.74 -0.73 -0.0171
N -0.001936 0.382340 0.946268 0.71 0.07 0.63 0.1930
N -3.235386 -3.286147 1.490648 2.02 1.46 -1.35 -0.1965
N -3.117463 -3.804398 -0.647951 -0.19 -0.46 -0.37 -0.7337
N 4.780203 1.671875 0.085709 2.00 0.72 -1.85 0.3201
N -0.434490 0.070363 -1.721494 -0.24 0.76 -0.88 0.1137
N 5.127157 -0.318287 -2.038280 2.55 0.49 1.14 -0.5287
C -3.663526 -4.091367 0.512569 -0.61 -1.28 -1.61 0.3523
C -0.845991 -0.560719 0.545532 -0.51 -0.09 0.51 -0.0256
C -2.291639 -2.751402 -0.423069 -0.94 -0.07 1.90 0.1789
C 6.604927 -0.046612 -0.078150 0.48 0.96 0.62 -1.1591
C 2.951844 2.908745 3.597253 0.10 0.40 1.72 0.0525
C -8.172742 -8.784323 0.626482 -0.16 1.09 0.00 -0.8481
C 1.519691 4.284017 4.926033 -0.97 1.05 0.91 -0.7801
C -4.701007 -5.125263 0.701693 1.12 1.48 1.52 0.3770
C -0.593857 -0.112077 3.226366 -0.70 -0.79 -0.87 -1.6183
C -2.316342 -2.402408 0.914070 -0.80 -0.47 0.07 0.5554
C 5.001683 -1.971041 -0.117172 0.52 -0.32 -0.53 -1.7166
C -4.802776 -6.254480 -0.069242 -1.64 -0.99 1.36 -0.8439
C 0.194653 0.522834 2.255964 -0.62 -0.38 0.05 -0.2747
C -0.973714 4.641538 -3.107534 2.37 -0.25 0.83 0.2707
C -1.324830 -1.192830 -3.601538 -0.07 0.96 0.96 -0.8790
C 5.910132 -1.064102 -0.967556 0.14 -0.59 -0.39 0.2764
C -0.384136 5.548857 -5.318280 0.49 -0.01 1.73 -0.6426
C -0.997627 -0.790649 -0.874861 -0.12 -0.26 -0.39 -0.6452
C 0.159779 4.238082 1.369006 -1.41 -0.45 0.44 0.9580
C 2.639442 3.509617 4.826960 0.86 -0.68 -2.22 -0.9442
C -5.505600 -4.887366 1.829317 -1.81 -1.40 -0.83 -0.7404
C 4.541075 -0.228836 1.610157 1.52 0.41 -0.50 -0.7202
C -1.720588 -1.878723 -1.349284 0.41 -0.64 -1.26 0.7215
C -0.041555 5.070888 -4.018127 0.72 0.58 -2.23 0.3058
C -1.591080 -1.316135 1.487027 -0.57 -1.23 -1.47 0.7080
C 2.187519 3.100777 2.431661 -0.92 0.52 1.76 -0.0420
C -0.659787 -0.066189 -3.020898 0.20 -1.59 0.29 -0.3632
C -1.721619 5.694633 -5.562696 -2.39 -0.01 -0.25 -0.5233
C -1.868594 -2.119096 -2.729620 0.03 0.53 -1.11 -0.4018
C 1.026482 3.963688 2.542313 0.59 -0.65 -0.70 0.4268
C -6.534465 -5.796656 2.048738 0.07 0.06 0.24 -0.5976
C -6.692315 -6.965749 1.270994 -0.42 1.19 -0.60 0.7441
C -1.540742 -1.054327 2.834654 1.41 1.85 0.00 -0.8585
C 0.726022 4.492471 3.812541 0.04 0.43 0.04 -0.7192
C 3.965421 -1.332836 0.748799 -0.11 1.28 0.17 0.2264
C 5.611521 0.661601 0.838765 -2.13 0.26 0.70 -0.1189
C -2.693352 5.295640 -4.590555 0.41 0.69 -0.20 -0.3576
C -0.756030 5.468854 1.510100 0.60 0.14 0.50 -1.6550
C -2.295630 4.764519 -3.365789 -2.61 0.03 -0.17 -0.6239
C -5.835507 -7.199312 0.218244 1.21 -0.49 -1.24 -0.2414
B 1.985478 3.324409 -4.220279 -0.20 0.61 0.04 0.4157
H 3.793420 2.220686 3.591689 0.01 0.14 -0.36 0.2984
H -2.455052 -2.967250 -3.124747 0.46 0.43 0.60 0.4653
H -5.967516 -8.122366 -0.413373 0.30 1.24 0.69 0.2434
H -1.441826 -1.204583 -4.683569 0.01 -0.28 0.29 0.4528
H -7.325982 -5.597337 2.757279 0.10 0.01 0.25 0.3965
H -1.651084 5.212409 2.145594 0.62 0.12 -1.10 0.3514
H -2.144888 6.131434 -6.493127 0.70 -0.36 0.63 0.3249
H -0.140505 5.122421 3.959126 -0.07 -0.01 -0.20 0.4415
H -3.083326 4.484263 -2.622842 0.92 0.20 -0.68 0.3488
H 4.055175 2.068719 0.650684 -1.74 0.11 1.05 -0.2319
H 4.510317 -2.701387 -0.759142 0.03 -0.18 -0.18 0.4165
H 2.459731 -1.406625 -0.644855 0.10 0.70 0.59 0.1996
H -0.960857 5.890869 0.516436 -0.46 -0.43 0.38 0.3246
H -9.023429 -9.187637 1.129455 -0.53 -0.42 0.21 0.2702
H 6.678060 -1.774624 -1.395936 -0.65 0.90 0.14 0.3025
H 1.314118 4.776999 5.895941 -0.18 -0.32 -0.83 0.3540
H -0.237090 6.257354 2.085986 -0.15 -0.37 -0.33 0.4707
H -8.485804 -8.503999 -0.397479 0.33 0.23 0.48 0.3449
H 2.112370 -0.521871 0.725045 0.26 -0.13 -0.59 -0.3715
H 7.147692 0.702275 -0.720565 -0.37 -0.60 0.69 0.3766
H 4.385576 1.222232 -0.783007 0.33 0.44 0.47 0.3482
H 7.334904 -0.456855 0.654318 -0.22 -0.24 -0.88 0.4192
H -3.529574 -3.218088 2.407542 -0.71 -0.29 1.93 0.1548
H 5.792271 -0.064332 -2.795384 -0.70 -0.17 0.65 0.2703
H -0.192862 0.638360 -3.671217 0.21 0.65 -0.30 0.4805
H -7.405821 -9.545310 0.561535 0.42 0.06 0.23 0.3480
H -4.056015 -6.427244 -0.787645 0.54 -0.24 -1.10 0.5045
H 3.345526 3.442185 5.617850 0.27 -0.32 0.75 0.4642
H 3.725371 0.440674 1.879702 0.11 0.02 0.36 -0.1036
H -0.534091 0.045621 4.268348 0.61 0.60 0.88 0.5842
H 5.361661 2.527367 -0.127859 -0.58 -1.35 -0.39 0.4737
H -2.180582 -1.490249 3.563868 -0.33 -0.56 0.33 0.4421
H -3.763152 5.522956 -4.732221 0.70 -0.31 -0.24 0.3407
H 6.034637 1.275434 1.622239 0.81 -0.07 0.05 0.5559
H -0.507261 4.238358 -2.212519 -0.71 0.01 0.31 0.2213
H 1.033263 1.122750 2.506554 0.26 0.61 0.43 0.7442
H 5.655657 -2.547389 0.556956 -0.07 0.10 -0.27 0.4644
H 4.512971 -0.979292 -2.411632 -1.34 -0.98 -0.96 0.2092
H 0.422905 5.873111 -5.978432 -0.48 -0.14 0.03 0.4331
H 3.605622 -2.082319 1.402119 -0.42 -1.10 0.83 0.7144
H 5.017536 -0.609914 2.520579 -0.07 -0.03 -0.17 0.4831
H -5.522060 -3.942985 2.367540 0.19 -0.25 -0.03 0.3349
```
Forces are in eV/Å.

Orbital gap ... 7.17 eV
Total energy ... -2971.3702 Ha
F_max ... 0.0552 Eh/bohr
ΔE to the lowest compared entry with this formula, charge and spin ... 34.2 kcal per mole
Net charge ... +1


This record from the OMol25 dataset describes C40H42Br2F6IN6O2P2SSe2Sr as an isolated structure. The level of theory is the ωB97M-V functional and the def2-TZVPD basis.

Structure (XYZ):
```
105
Properties=species:S:1:pos:R:3:forces:R:3:lowdin_spin:R:1
I -0.331804 3.223445 -1.438738 -0.36 -0.88 -0.37 0.0122
Sr -0.424094 -0.678883 0.944799 0.03 0.92 -1.50 -0.0007
Br -2.589105 5.896732 -2.008237 -0.03 -0.09 -0.02 0.0003
Br -3.837382 -0.772414 0.940820 0.02 -0.14 0.05 -0.0007
Se -2.619608 -2.768130 -2.883992 -0.02 -0.14 0.20 0.5053
Se -1.849866 0.322553 -2.873393 0.09 0.27 0.40 0.4512
S -0.858267 -2.080612 4.099056 -0.08 -0.05 0.24 0.0000
P 2.053492 -2.404420 -1.230533 -0.14 0.08 0.03 0.0000
P -2.602031 -1.127850 -4.229859 0.02 -0.20 -0.12 0.0003
F 3.382046 -3.195165 -1.584000 -0.07 -0.18 0.07 0.0000
F 2.424858 -1.215589 -2.236182 0.01 0.12 -0.01 -0.0001
F 0.647183 -1.511562 -0.816799 0.81 -0.73 -1.23 -0.0002
F 2.783645 -1.625741 -0.017805 0.17 0.13 0.12 0.0000
F 1.203710 -3.139147 -2.359032 -0.04 -0.02 -0.06 -0.0003
F 1.565060 -3.512274 -0.148597 0.09 -0.04 -0.06 0.0000
O -1.467558 -1.888443 5.394403 0.06 0.08 -0.10 0.0000
O -1.306585 -3.203621 3.310401 -0.09 -0.07 -0.11 0.0000
N 1.645114 1.059735 0.764430 0.21 -0.18 -0.08 0.0001
N 3.920117 1.726140 0.679235 -0.11 -0.21 -0.02 0.0000
N 2.833719 1.528863 2.712336 -0.02 0.00 0.02 0.0000
N -0.855712 -0.804598 3.159033 -1.11 1.23 1.73 0.0000
N -2.008800 -2.722119 0.345854 -0.15 -0.60 0.23 0.0042
N -1.463705 1.228384 2.255586 -0.13 -0.03 0.60 0.0000
C -1.996104 0.927696 4.573369 -0.03 0.01 0.10 0.0000
C -1.553957 -3.985900 0.219533 -0.01 0.35 0.01 0.0009
C 0.868984 -2.366532 4.338963 0.32 0.00 -0.10 0.0000
C -2.497341 2.209886 4.606967 -0.06 0.09 0.09 0.0000
C -1.310194 -0.337391 -6.554978 0.04 -0.03 -0.02 0.0015
C -3.527943 -4.877226 1.205507 -0.04 -0.16 0.03 0.0007
C 1.725542 -2.466323 3.235424 -0.05 0.06 0.04 0.0000
C 3.949182 0.932582 3.432207 0.03 0.07 -0.05 0.0000
C -6.761502 0.075255 -5.723263 0.06 0.05 -0.01 -0.0001
C -1.465638 0.455293 3.367164 0.49 -0.81 -0.09 0.0000
C -4.236039 -0.681887 -4.830740 -0.27 0.22 -0.15 -0.0011
C 1.612262 1.605137 3.487207 -0.03 -0.14 0.04 0.0000
C 1.658680 6.796900 -0.293022 -0.02 -0.11 -0.01 0.0001
C 1.306115 5.483713 -0.561049 0.04 0.37 0.06 0.0005
C 0.281744 -1.691235 -7.742364 -0.04 0.08 -0.01 -0.0001
C -4.430173 0.570453 -5.419066 -0.08 0.01 0.06 0.0028
C -0.858601 6.208064 -1.327799 0.14 0.29 0.09 0.0002
C 3.060206 -2.755388 3.424776 0.06 0.04 0.00 0.0000
C -5.318489 -1.539684 -4.669877 -0.01 0.02 -0.16 0.0030
C 0.112198 -2.705664 -6.816141 -0.04 -0.04 0.08 -0.0001
C -5.684816 0.943693 -5.869024 -0.03 -0.07 0.01 -0.0001
C 0.751868 7.816628 -0.545986 -0.03 0.06 -0.02 0.0002
C 1.365095 -2.545516 5.617709 0.17 -0.01 -0.18 0.0000
C -6.577887 -1.158164 -5.120470 0.06 -0.07 0.04 0.0001
C 2.719630 -2.831676 5.788664 -0.07 0.01 0.16 0.0000
C -3.203811 -2.572903 0.882586 0.00 0.19 -0.28 0.0010
C -0.429027 -0.502466 -7.609188 0.02 -0.08 0.03 -0.0003
C 4.839794 2.724983 1.191786 -0.01 0.00 -0.03 0.0000
C -0.502371 7.525611 -1.059076 0.07 -0.02 0.03 0.0000
C -4.018559 -3.593178 1.332581 0.01 0.06 0.01 -0.0001
C -2.479723 3.018059 3.469418 0.01 -0.10 0.10 0.0000
C -0.775492 -2.548325 -5.757737 0.00 0.08 -0.07 0.0022
C -1.952881 2.472592 2.322864 0.07 -0.24 -0.18 0.0000
C 5.046588 -3.236369 4.891470 -0.02 0.00 0.04 0.0000
C 0.049930 5.188636 -1.083258 0.25 0.41 0.24 0.0018
C 4.082281 1.410239 -0.726920 0.04 0.10 0.03 0.0000
C 3.579893 -2.943123 4.708297 0.09 -0.01 -0.08 0.0000
C -2.282419 -5.081842 0.629973 -0.01 0.00 0.00 0.0000
C 2.752708 1.404218 1.339918 0.11 0.24 0.24 0.0000
C -1.498268 -1.365952 -5.628429 0.18 -0.06 -0.30 -0.0002
H -1.869711 -6.073891 0.511960 -0.02 0.01 0.01 0.0000
H 5.840058 2.310467 1.345442 0.00 -0.02 0.00 0.0000
H 3.491309 0.544635 -1.001809 -0.03 -0.10 -0.01 0.0000
H 3.708481 -2.831262 2.558164 -0.02 0.00 0.02 0.0000
H 0.803275 1.980273 2.868161 0.07 0.03 0.01 0.0000
H 1.755796 2.278151 4.335507 0.06 0.01 0.00 0.0000
H -1.214759 8.316120 -1.252695 0.02 -0.01 0.00 0.0000
H -2.001898 0.288531 5.444388 0.01 0.03 -0.06 0.0000
H 3.808200 2.258733 -1.367142 -0.04 -0.03 0.00 0.0000
H 1.328462 0.621745 3.882427 -0.04 0.02 -0.05 0.0000
H 0.697539 -2.467338 6.464845 -0.01 0.00 -0.01 0.0000
H -7.744480 0.370340 -6.067990 0.01 -0.01 0.00 0.0000
H -0.891176 -3.333309 -5.022563 0.00 0.00 0.00 0.0044
H 1.019020 8.845650 -0.342207 -0.02 -0.02 0.00 0.0000
H 5.372210 -4.057718 4.251169 -0.05 0.01 -0.01 0.0000
H 1.771681 1.159396 -0.238857 -0.20 0.05 -0.04 0.0001
H 4.756743 0.688557 2.747955 0.00 -0.03 0.00 0.0000
H 4.930940 3.549689 0.477792 -0.03 0.00 -0.03 0.0000
H -2.862321 4.028675 3.472174 0.00 -0.02 0.03 0.0000
H -1.828335 0.606226 -6.451714 -0.04 -0.02 0.02 0.0012
H 1.404154 -2.328049 2.203208 -0.12 -0.16 0.27 0.0000
H -1.910112 3.036115 1.397119 -0.01 0.02 0.01 0.0000
H -4.982652 -3.378514 1.767340 0.00 -0.01 0.00 0.0000
H 4.478630 3.125458 2.134360 -0.01 0.00 -0.02 0.0000
H 0.677744 -3.624227 -6.904018 -0.01 0.01 0.00 0.0000
H 5.653995 -2.366506 4.629360 -0.03 0.00 0.01 0.0000
H 3.106936 -2.975355 6.791344 -0.01 0.01 -0.01 0.0000
H 3.628321 0.011898 3.926432 -0.03 -0.07 0.03 0.0000
H 4.333907 1.613137 4.196415 -0.03 0.04 -0.01 0.0000
H 5.126421 1.164624 -0.926263 0.02 0.03 0.04 0.0000
H -2.905344 2.588786 5.536651 0.00 0.01 -0.02 0.0000
H -4.117357 -5.716136 1.554346 0.01 0.02 -0.01 0.0000
H 0.975192 -1.816359 -8.564279 -0.01 0.00 0.01 0.0000
H -0.573702 -4.094036 -0.226225 -0.01 0.04 0.02 0.0000
H 2.637822 7.016425 0.113791 -0.04 0.02 -0.02 0.0000
H -0.288288 0.298985 -8.322374 0.00 0.00 0.00 0.0000
H -3.614702 1.279286 -5.488311 0.01 -0.03 0.02 0.0036
H -5.178478 -2.499770 -4.190258 0.01 0.01 0.01 0.0064
H 2.001561 4.678420 -0.362855 -0.02 0.01 -0.01 0.0001
H -5.826011 1.916947 -6.320574 0.00 0.00 0.01 0.0000
H -7.416834 -1.829489 -4.990620 0.01 0.00 0.00 0.0000
H 5.271873 -3.503489 5.923622 -0.01 0.02 0.00 0.0000
```
Forces are in eV/Å.

Orbital gap (spin up / spin down) ... 8.34 / 6.10 eV
Total energy ... -13988.2350 Ha
F_max ... 0.0466 Eh/bohr
ΔE to the lowest compared entry with this formula, charge and spin ... 31.7 kcal per mole
2S+1 ... 2


Q: Among the records above, which one has the highest total energy?
A: C40H42BF2InN7O3S


Q: Which of these has the highest total energy?
A: C40H42BF2InN7O3S